{
  "formula": "C9H8NS",
  "method": "the ωB97M-V functional and the def2-TZVPD basis",
  "total_charge": 1,
  "homo_energy_ev": -12.81,
  "molar_mass_g_mol": 162.24,
  "orbital_gap_ev": 7.7,
  "de_lowest_kcal_mol": 64.3,
  "symbols": ["C", "C", "C", "C", "C", "C", "C", "C", "C", "N", "S", "H", "H", "H", "H", "H", "H", "H", "H"],
  "coordinates": [[-2.84, -0.84, 0.86], [2.80, -0.33, -0.78], [1.86, -1.32, -0.69], [2.65, 0.91, -0.14], [0.61, -1.10, -0.13], [1.44, 1.15, 0.42], [0.43, 0.12, 0.52], [-3.08, 0.83, -1.22], [-0.80, 0.47, 1.12], [-1.82, -0.31, 1.26], [-3.94, -0.32, -0.52], [-3.28, -1.54, 1.64], [3.66, -0.42, -1.27], [1.98, -2.25, -1.17], [3.51, 1.58, -0.16], [-0.06, -1.86, -0.15], [1.25, 2.10, 0.82], [-3.60, 1.55, -1.90], [-0.77, 1.57, 1.49]],
  "lowdin_charge": [-0.3278, -0.0078, -0.0214, -0.0198, 0.0183, 0.0116, -0.1919, -0.3235, 0.0090, 0.0744, 0.9402, 0.1336, 0.0768, 0.1107, 0.1280, 0.0944, 0.1013, 0.0021, 0.1920]
}

=====

{
  "formula": "C9H9BrN2",
  "method": "the ωB97M-V functional and the def2-TZVPD basis",
  "homo_energy_ev": -7.29,
  "molar_mass_g_mol": 225.09,
  "orbital_gap_ev": 6.8,
  "de_lowest_kcal_mol": 69.0,
  "symbols": ["C", "C", "C", "C", "C", "C", "C", "C", "C", "N", "N", "Br", "H", "H", "H", "H", "H", "H", "H", "H", "H"],
  "coordinates": [[2.29, 0.23, -1.13], [1.46, 0.66, -0.13], [1.77, -0.79, -1.91], [-0.43, -0.88, -0.78], [0.18, -0.01, 0.17], [0.52, -1.33, -1.76], [-0.45, 1.24, 2.45], [-1.47, 0.06, 2.38], [-0.44, 0.39, 1.31], [-1.48, 0.27, -1.50], [-1.19, 1.15, -2.21], [0.08, -2.85, -2.82], [3.37, 0.40, -1.28], [1.68, 1.44, 0.61], [2.40, -1.44, -2.66], [-1.21, -1.57, -0.41], [-1.02, 2.23, 2.27], [0.22, 1.14, 3.30], [-1.34, -0.86, 2.97], [-2.50, 0.33, 2.18], [-2.43, 0.19, -1.04]],
  "lowdin_charge": [-0.0866, -0.0058, -0.1675, -0.2499, -0.2035, -0.6756, -0.1060, -0.0776, -0.1991, -0.1377, 0.0978, 0.7215, 0.1216, 0.1165, 0.1297, 0.1460, 0.1465, 0.1058, 0.1036, 0.0840, 0.1363]
}

=====

{
  "formula": "C9H9BrN4S",
  "method": "the ωB97M-V functional and the def2-TZVPD basis",
  "homo_energy_ev": -8.57,
  "molar_mass_g_mol": 285.17,
  "smiles": "CC1(C)N[C@]12C=Nc1scnc1/C2=N\\Br",
  "orbital_gap_ev": 8.1,
  "de_lowest_kcal_mol": 80.6,
  "symbols": ["C", "C", "C", "N", "C", "C", "N", "C", "S", "C", "N", "C", "C", "N", "Br", "H", "H", "H", "H", "H", "H", "H", "H", "H"],
  "coordinates": [[-1.57, 0.71, -0.02], [-0.52, -0.33, 0.35], [-0.39, -1.25, -0.72], [-0.51, -0.70, 1.68], [0.69, 0.09, 1.22], [0.66, 1.47, 1.72], [1.30, 2.51, 1.32], [2.36, 2.20, 0.51], [3.33, 3.39, -0.39], [4.24, 2.06, -0.97], [3.80, 0.83, -0.74], [2.73, 0.91, 0.08], [2.07, -0.30, 0.70], [2.62, -1.45, 0.72], [4.27, -1.87, 0.17], [-2.25, 1.15, 0.80], [-2.21, 0.35, -0.85], [-1.06, 1.61, -0.57], [0.55, -1.71, -1.02], [-0.61, -0.67, -1.61], [-1.10, -2.20, -0.61], [-0.43, -1.70, 1.93], [-0.18, 1.69, 2.36], [5.14, 2.31, -1.61]],
  "lowdin_charge": [-0.0372, -0.5680, -0.0501, 0.1415, -0.2149, -0.0963, 0.0764, -0.4905, 1.0498, -0.4839, -0.0266, -0.2862, -0.2839, -0.4274, 0.7258, 0.1135, 0.0716, 0.1149, 0.0784, 0.0808, 0.1530, 0.1416, 0.1258, 0.0919]
}

=====

{
  "formula": "C9H9Cl2NO",
  "method": "the ωB97M-V functional and the def2-TZVPD basis",
  "homo_energy_ev": [-7.38, -8.93],
  "spin_multiplicity": 3,
  "molar_mass_g_mol": 218.08,
  "orbital_gap_ev": [7.1, 7.1],
  "symbols": ["C", "C", "C", "C", "C", "C", "C", "C", "C", "N", "O", "Cl", "Cl", "H", "H", "H", "H", "H", "H", "H", "H", "H"],
  "coordinates": [[-0.70, 0.28, 0.41], [-0.04, -0.14, 1.65], [-0.11, -0.44, -0.55], [-1.29, 1.25, 3.04], [-2.20, 3.74, 4.52], [-0.32, 0.35, 2.90], [0.62, 0.00, 4.01], [-0.63, 1.01, -2.46], [-0.28, -0.43, -2.04], [0.80, -1.13, 1.35], [0.79, -1.25, 0.03], [-2.05, 2.01, 4.43], [-0.87, 4.57, 3.77], [-1.27, 1.16, 0.45], [0.67, -1.17, 3.93], [0.14, 0.32, 4.96], [1.58, 0.35, 3.97], [0.33, 1.42, -2.35], [-1.30, 1.54, -1.80], [-0.81, 1.02, -3.48], [0.61, -0.76, -2.57], [-1.19, -1.11, -2.15]],
  "mulliken_spin": [0.0348, 0.0096, 0.0034, 0.8929, 0.8366, -0.0433, 0.0696, 0.0011, -0.0011, -0.0313, -0.0031, 0.1353, 0.0921, 0.0103, 0.0037, -0.0066, -0.0035, 0.0000, -0.0012, 0.0000, 0.0000, 0.0005]
}

=====

{
  "formula": "C9H9CrN4S2",
  "method": "the ωB97M-V functional and the def2-TZVPD basis",
  "total_charge": 1,
  "homo_energy_ev": [-11.53, -12.25],
  "spin_multiplicity": 5,
  "molar_mass_g_mol": 289.33,
  "orbital_gap_ev": [6.9, 7.4],
  "de_lowest_kcal_mol": 20.4,
  "symbols": ["Cr", "C", "S", "C", "S", "N", "N", "C", "C", "C", "C", "C", "C", "N", "H", "H", "H", "H", "H", "H", "H", "H", "N", "C", "H"],
  "coordinates": [[-0.41, 0.20, -1.63], [-2.55, 2.91, 2.81], [-2.91, 3.06, 1.05], [-1.88, 1.89, 0.39], [-0.52, 2.63, -1.89], [-1.17, 1.08, 1.11], [-0.39, 0.22, 0.34], [0.48, -0.51, 0.89], [1.32, -1.32, -0.04], [2.30, -2.17, 0.39], [3.05, -2.86, -0.55], [2.79, -2.67, -1.90], [1.78, -1.79, -2.26], [1.05, -1.13, -1.35], [-3.23, 3.59, 3.31], [-1.52, 3.21, 3.00], [-2.72, 1.89, 3.14], [0.63, -0.50, 1.97], [2.48, -2.29, 1.45], [3.84, -3.54, -0.24], [3.36, -3.18, -2.66], [1.54, -1.61, -3.30], [-2.39, 0.77, -1.72], [-1.80, 1.79, -1.13], [-3.13, 0.34, -1.17]],
  "mulliken_spin": [3.7107, -0.0017, -0.0049, 0.0053, 0.0930, 0.0063, -0.0170, 0.0381, 0.0771, 0.0019, 0.0305, -0.0035, 0.0598, 0.0060, -0.0002, 0.0002, 0.0001, 0.0057, -0.0007, 0.0016, 0.0005, -0.0108, 0.0327, -0.0442, 0.0133]
}

=====

{
  "formula": "C9H9F3O13PPd",
  "method": "the ωB97M-V functional and the def2-TZVPD basis",
  "total_charge": -1,
  "homo_energy_ev": -3.95,
  "molar_mass_g_mol": 519.55,
  "orbital_gap_ev": 4.8,
  "symbols": ["Pd", "P", "O", "O", "O", "O", "C", "C", "O", "C", "O", "O", "F", "H", "H", "H", "C", "C", "O", "C", "O", "O", "F", "H", "H", "H", "C", "C", "O", "C", "O", "O", "F", "H", "H", "H"],
  "coordinates": [[11.72, -12.24, 18.21], [13.41, -11.80, 21.46], [14.24, -11.60, 22.80], [12.12, -12.70, 21.41], [14.14, -12.40, 20.22], [12.83, -10.62, 20.72], [4.61, -7.88, 20.71], [3.95, -9.20, 20.56], [5.06, -10.07, 20.56], [6.06, -9.39, 19.85], [7.09, -9.85, 19.42], [5.78, -8.10, 19.86], [3.34, -9.12, 19.38], [4.70, -7.84, 21.79], [3.96, -7.14, 20.24], [3.16, -9.50, 21.25], [8.41, -18.09, 13.19], [9.72, -18.79, 12.79], [10.71, -18.09, 13.60], [10.14, -17.23, 14.40], [10.73, -16.53, 15.23], [8.85, -17.11, 14.07], [9.99, -18.65, 11.47], [7.75, -18.83, 13.65], [7.83, -17.74, 12.34], [9.86, -19.80, 13.16], [10.68, -8.29, 10.92], [12.21, -8.09, 10.91], [12.60, -8.50, 12.21], [11.58, -9.07, 12.89], [11.66, -9.61, 13.97], [10.52, -9.09, 12.07], [12.49, -6.77, 10.83], [10.46, -8.77, 9.97], [10.18, -7.36, 11.19], [12.89, -8.64, 10.26]],
  "lowdin_charge": [0.1925, 0.0010, -0.3578, -0.3377, -0.1934, -0.2954, -0.0429, -0.3840, 0.1175, -0.5173, 0.1852, 0.1012, 0.0774, 0.1440, 0.1439, 0.1726, -0.0798, -0.2509, 0.1390, -0.5503, 0.1349, 0.0851, 0.0817, 0.1320, 0.1399, 0.1657, -0.0456, -0.2993, 0.1216, -0.5237, 0.1672, 0.0619, 0.0612, 0.1376, 0.1460, 0.1691]
}

=====

{
  "formula": "C9H9F3O13PPd",
  "method": "the ωB97M-V functional and the def2-TZVPD basis",
  "total_charge": -1,
  "homo_energy_ev": [-3.20, -3.28],
  "spin_multiplicity": 3,
  "molar_mass_g_mol": 519.55,
  "orbital_gap_ev": [5.3, 5.3],
  "symbols": ["Pd", "P", "O", "O", "O", "O", "C", "C", "O", "C", "O", "O", "F", "H", "H", "H", "C", "C", "O", "C", "O", "O", "F", "H", "H", "H", "C", "C", "O", "C", "O", "O", "F", "H", "H", "H"],
  "coordinates": [[2.00, -0.53, -0.89], [4.04, -0.20, -2.18], [5.28, -0.06, -2.95], [4.13, -0.53, -0.63], [3.00, -1.33, -2.62], [2.99, 1.01, -2.06], [-2.77, 1.86, -0.86], [-3.16, 1.32, -2.23], [-2.08, 0.54, -2.59], [-1.27, 0.31, -1.49], [-0.32, -0.38, -1.54], [-1.78, 0.94, -0.42], [-3.32, 2.35, -3.11], [-3.55, 1.96, -0.12], [-2.31, 2.84, -1.03], [-4.08, 0.73, -2.25], [-0.69, -4.51, 2.29], [-0.66, -5.16, 0.90], [0.16, -4.32, 0.18], [0.39, -3.16, 0.89], [1.14, -2.32, 0.57], [-0.38, -3.17, 2.02], [-1.92, -5.13, 0.33], [0.09, -4.99, 2.90], [-1.64, -4.66, 2.79], [-0.30, -6.18, 0.84], [0.38, 3.95, 0.69], [0.92, 3.83, 2.09], [0.90, 2.43, 2.31], [0.90, 1.81, 1.09], [0.96, 0.64, 0.93], [0.84, 2.73, 0.10], [0.10, 4.42, 3.01], [0.78, 4.79, 0.12], [-0.71, 3.98, 0.67], [1.94, 4.18, 2.26]],
  "mulliken_spin": [1.0999, -0.0457, 0.0292, 0.2799, 0.2932, 0.2881, 0.0001, 0.0002, 0.0018, 0.0101, 0.0089, 0.0003, -0.0001, 0.0001, 0.0000, 0.0001, 0.0002, -0.0005, 0.0009, 0.0046, 0.0062, 0.0017, 0.0000, -0.0001, 0.0001, 0.0000, -0.0011, 0.0018, 0.0032, 0.0147, 0.0024, -0.0004, 0.0001, 0.0000, -0.0002, 0.0002]
}

=====

{
  "formula": "C9H9HgN3S4Sb",
  "method": "the ωB97M-V functional and the def2-TZVPD basis",
  "total_charge": -1,
  "homo_energy_ev": -3.08,
  "molar_mass_g_mol": 609.81,
  "orbital_gap_ev": 5.1,
  "de_lowest_kcal_mol": 2.8,
  "symbols": ["Hg", "S", "Sb", "S", "S", "C", "N", "C", "C", "N", "C", "S", "C", "C", "C", "C", "C", "N", "H", "H", "H", "H", "H", "H", "H", "H", "H"],
  "coordinates": [[-0.68, 0.55, -0.25], [1.62, -1.05, -3.88], [-0.07, 0.48, -3.51], [0.78, 1.92, -1.64], [-1.68, -0.78, -2.03], [-0.64, 0.73, 5.33], [0.39, 0.05, 4.57], [1.55, -0.47, 5.09], [2.25, -0.98, 4.07], [1.52, -0.78, 2.91], [0.36, -0.12, 3.22], [-0.94, 0.53, 2.35], [1.99, -1.26, 1.63], [3.32, -1.63, 1.49], [3.73, -2.10, 0.25], [2.81, -2.19, -0.78], [1.50, -1.81, -0.52], [1.10, -1.35, 0.67], [-0.35, 0.73, 6.37], [-1.59, 0.22, 5.20], [-0.76, 1.75, 4.97], [1.77, -0.44, 6.15], [3.18, -1.50, 4.08], [4.04, -1.53, 2.29], [4.76, -2.37, 0.10], [3.07, -2.51, -1.78], [0.75, -1.86, -1.31]],
  "lowdin_charge": [0.2794, -0.4302, 0.0644, -0.4233, -0.3861, -0.0672, -0.1493, -0.0517, -0.0445, 0.0319, -0.6696, 0.6041, -0.2601, -0.0222, -0.0585, -0.0676, -0.1705, 0.0787, 0.0863, 0.0829, 0.0802, 0.1181, 0.1068, 0.0901, 0.1054, 0.0684, 0.0040]
}

=====

{
  "formula": "C9H9INO4",
  "method": "the ωB97M-V functional and the def2-TZVPD basis",
  "total_charge": -1,
  "homo_energy_ev": [-3.54, -4.88],
  "spin_multiplicity": 3,
  "molar_mass_g_mol": 322.08,
  "orbital_gap_ev": [6.2, 4.9],
  "symbols": ["C", "C", "C", "C", "C", "C", "C", "C", "C", "N", "O", "O", "O", "O", "I", "H", "H", "H", "H", "H", "H", "H", "H", "H"],
  "coordinates": [[2.04, -1.25, -0.80], [-1.27, -3.13, -0.15], [2.33, -1.65, 0.67], [-1.11, -0.79, 0.02], [-1.12, 0.59, -0.44], [-1.09, 1.74, 0.49], [0.18, 1.33, -0.10], [1.93, -0.23, 0.25], [-1.64, 3.04, -0.08], [-1.24, -1.76, -0.77], [-2.12, -3.91, -0.57], [1.92, -1.54, -1.91], [-0.37, -3.25, 0.74], [1.05, 0.57, 0.75], [3.87, 1.07, -0.04], [1.49, -2.35, 1.00], [3.37, -2.03, 0.99], [-0.91, -0.98, 1.20], [-1.49, 0.74, -1.36], [-1.19, 1.60, 1.54], [0.63, 2.06, -0.80], [-1.00, 3.90, 0.31], [-2.69, 3.16, 0.26], [-1.60, 3.06, -1.18]],
  "mulliken_spin": [0.2808, -0.0005, 0.1756, -0.0063, 0.0039, 0.0049, 0.0038, 0.3156, 0.0002, 0.0127, 0.0004, 0.5282, 0.0030, 0.1011, 0.4899, 0.0338, 0.0516, -0.0009, 0.0013, -0.0023, 0.0035, 0.0002, -0.0001, -0.0002]
}

=====

{
  "formula": "C9H9N2O5SW",
  "method": "the ωB97M-V functional and the def2-TZVPD basis",
  "total_charge": 3,
  "homo_energy_ev": [-20.83, -20.83],
  "spin_multiplicity": 3,
  "molar_mass_g_mol": 441.09,
  "orbital_gap_ev": [5.6, 5.1],
  "de_lowest_kcal_mol": 0.0,
  "symbols": ["O", "C", "W", "C", "O", "C", "O", "C", "O", "C", "O", "H", "S", "C", "N", "C", "C", "C", "N", "H", "H", "H", "H", "H", "H", "H", "H"],
  "coordinates": [[-0.21, 1.89, -4.92], [0.15, 1.37, -3.92], [0.75, 0.69, -2.10], [-0.31, 1.65, -0.75], [-0.91, 2.20, 0.10], [-1.17, -0.51, -2.61], [-1.40, -1.67, -2.27], [2.12, 1.97, -2.89], [2.90, 2.73, -3.33], [-2.24, 0.32, -3.20], [-2.70, 1.24, -2.55], [-2.60, -0.09, -4.18], [2.01, -0.70, -0.67], [1.10, -0.77, 0.84], [-0.19, -1.15, 0.86], [-0.84, -1.41, 2.14], [-0.37, -0.38, 3.16], [1.12, -0.45, 3.31], [1.74, -0.45, 1.97], [-0.59, -1.53, 0.01], [-0.60, -2.42, 2.50], [-1.92, -1.37, 1.99], [-0.84, -0.56, 4.13], [-0.67, 0.61, 2.83], [1.42, -1.37, 3.82], [1.54, 0.39, 3.85], [2.72, -0.21, 1.85]],
  "mulliken_spin": [0.0915, 0.0030, 1.0202, -0.0226, 0.1491, 0.0868, 0.4316, -0.0389, 0.0117, 0.0766, 0.1623, 0.0307, -0.0242, 0.0195, -0.0022, 0.0017, 0.0001, 0.0015, 0.0043, -0.0014, -0.0008, -0.0004, 0.0000, -0.0004, 0.0002, 0.0004, -0.0004]
}